A molecular structure, C29H21F6LaN7O5S2. Source: the Open Molecules 2025 dataset; level of theory: ωB97M-V with the def2-TZVPD basis set.

Positions of all 71 atoms, in Å:
La -1.918095 -0.092596 -0.367444
F -2.547292 4.688065 3.331133
C -2.275318 3.329354 3.307771
C -2.881770 2.587721 2.270082
C -2.306010 1.378376 2.007690
C -1.509271 0.663018 2.878772
C -0.964208 1.491797 3.903489
F 0.074739 1.079765 4.638973
C -1.372858 2.795364 4.204216
C -1.150619 -0.731204 2.936409
C -0.636454 -1.360760 4.086801
C -0.350796 -2.706490 3.983048
C -0.480479 -3.394013 2.749552
C -1.142839 -2.747414 1.753850
N -1.303261 -1.418216 1.810258
H -3.621757 3.040346 1.654666
H -0.937663 3.366004 4.993623
H -0.567620 -0.857229 5.039458
H 0.040265 -3.282528 4.857943
H -0.143981 -4.443698 2.702778
H -1.452623 -3.230699 0.817266
N -2.031402 1.669477 -2.296545
N -2.678348 0.593977 -2.896799
C -4.039186 0.407616 -2.624765
N -4.554907 -0.449486 -3.556425
S -4.799771 1.040843 -1.245518
H -2.707914 2.367950 -1.982295
H -1.297250 2.164057 -2.866634
H -2.304163 0.114344 -3.703787
H -4.177538 -0.424912 -4.517210
H -5.552258 -0.650670 -3.455891
F -0.072909 -3.120405 -5.822533
C -0.124333 -2.709275 -4.487218
C -0.854911 -3.458147 -3.624929
C -1.004670 -2.922304 -2.280829
C -0.507520 -1.687754 -1.938260
C 0.442436 -1.136907 -2.780958
C 0.583522 -1.568097 -4.118069
H -1.405225 -4.362097 -3.918758
H -1.545749 -3.371667 -1.504745
H 1.189028 -0.364170 -2.512964
H 1.377458 -1.146257 -4.749933
F -4.794816 -3.706710 1.062088
C -4.711977 -3.948218 -0.283600
F -3.625225 -4.702473 -0.508278
F -5.772611 -4.648796 -0.653849
C -4.621344 -2.528604 -0.904200
O -5.659079 -2.176867 -1.471865
O -3.529659 -1.832849 -0.593250
O 7.141371 -0.755158 2.006475
S 7.715831 0.568128 1.636079
O 7.824969 1.345268 2.896140
O 8.694523 0.721543 0.609306
C 6.576563 1.685608 0.898535
N 7.240911 2.779122 0.458487
C 6.479288 3.656415 -0.181226
C 5.127072 3.530204 -0.349230
C 4.561275 2.359867 0.101874
N 5.312166 1.402432 0.700215
C 3.163544 2.034131 0.002736
C 2.133035 2.944964 -0.392045
C 0.820673 2.506334 -0.440028
N 0.522045 1.201367 -0.279874
C 1.465745 0.381869 0.238716
C 2.779316 0.740189 0.393959
H 7.020810 4.595327 -0.407143
H 4.535198 4.274804 -0.939455
H 2.379860 3.978271 -0.567907
H -0.003538 3.111213 -0.767647
H 1.202555 -0.655870 0.331718
H 3.535021 -0.002589 0.728003

Cartesian forces (eV/Å) of the 3 atoms listed first:
La -0.296 -0.332 1.068
F 0.032 -0.977 0.612
C -1.233 0.686 -0.865

For the HOMO energy, the calculation gives -5.5 eV. The calculation puts the energy relative to the best compared isomer or geometry (same formula, charge and spin) at 0.7869 eV. Its total charge is -1. The value obtained for the molar mass is 864.56 g mol⁻¹.

---

A molecular structure, C29H22Cl2N3O2S2Se2SmTe2. Source: the Open Molecules 2025 dataset; level of theory: ωB97M-V with the def2-TZVPD basis set.

Positions of all 65 atoms, in Å:
Sm 8.849247 12.809842 12.736145
Se 10.313816 10.438487 13.972801
Te 12.259318 9.644361 12.576955
Te 13.581786 11.922903 11.939817
Se 11.669167 13.469259 11.304142
C 7.679981 9.417619 6.500594
C 7.287958 10.602965 7.351988
C 7.896936 11.837425 7.093503
C 7.622766 12.891515 7.955087
C 6.792435 12.728122 9.046228
C 6.072621 11.580272 9.255212
C 6.339397 10.484435 8.392314
S 6.456024 14.201510 9.933260
O 5.256799 14.073123 10.751934
O 6.455103 15.279937 8.958362
N 7.748772 14.255321 10.868175
C 8.083811 15.421615 11.474910
C 7.513496 16.680652 11.285639
C 8.045510 17.758815 11.887913
C 9.114916 17.614817 12.778066
C 9.586564 16.342379 12.985810
N 9.103317 15.273374 12.340452
H 7.941903 9.718828 5.466961
H 6.946346 8.629348 6.498848
H 8.609658 9.015359 6.937705
H 8.619861 11.966899 6.307559
H 8.061835 13.842646 7.761945
H 5.422300 11.428317 10.104189
H 5.895315 9.517092 8.665593
H 6.710644 16.822979 10.619986
H 7.605809 18.723679 11.701187
H 9.489802 18.460674 13.341347
H 10.415725 16.168604 13.674194
Cl 9.095694 10.499053 10.466485
C 8.187935 9.116874 10.986328
C 8.411551 7.968886 10.266357
C 7.683306 6.846117 10.494613
C 6.684866 6.918814 11.463556
C 6.413782 8.090868 12.122977
Cl 5.002296 8.134054 13.093293
C 7.169284 9.267536 11.919181
S 6.774596 10.782433 12.617357
H 9.232956 7.958285 9.578714
H 7.883051 5.875744 10.016312
H 6.016925 6.077625 11.673524
C 11.783017 14.245798 16.149433
C 11.020288 14.959551 17.047765
C 9.649575 15.052383 16.921406
C 9.081267 14.435858 15.768726
N 9.860436 13.799933 14.875587
C 11.176515 13.705165 15.053208
C 7.598265 14.427172 15.505712
C 6.754873 15.073067 16.408266
C 5.366398 14.974692 16.270573
C 4.830663 14.244839 15.201270
C 5.700022 13.668910 14.275693
C 7.106035 13.707518 14.387652
H 12.843916 14.085022 16.337490
H 11.505664 15.407338 17.907902
H 9.044686 15.554335 17.667752
H 11.708063 13.167999 14.243366
H 7.123754 15.635438 17.236106
H 4.711523 15.508006 16.958976
H 3.783758 14.079932 15.057673
H 5.278610 12.988886 13.497894

Cartesian forces (eV/Å) of the 3 atoms listed first:
Sm 0.141 -0.420 -0.256
Se 0.320 -0.064 -0.014
Te -0.362 0.006 0.036

For the HOMO energy (alpha / beta), the calculation gives -1.3 / -1.3 eV. Its multiplicity is 6. The calculation puts the energy relative to the best compared isomer or geometry (same formula, charge and spin) at 0.0000 eV. Its expectation value of S² is 8.761. Its total charge is -2. The value obtained for the molar mass is 1143.03 g mol⁻¹.

---

A single C29H23Br2NO4 molecule. Source: the Open Molecules 2025 dataset; level of theory: ωB97M-V with the def2-TZVPD basis set.

Positions of all 59 atoms, in Å:
Br 2.754756 4.662753 -4.709843
C 1.902214 3.213217 -3.840515
C 0.544910 3.298344 -3.511812
C -0.051553 2.257521 -2.829939
C 0.688126 1.137205 -2.444050
C -0.022362 0.107384 -1.574286
C 0.518408 -1.307358 -1.642912
C -0.213086 -2.434269 -1.535841
C 0.346199 -3.783873 -1.473194
C -0.497871 -4.894846 -1.243482
C 0.015490 -6.175396 -1.058819
C 1.398226 -6.386982 -1.149592
Br 2.103123 -8.130639 -0.901749
C 2.251897 -5.314357 -1.433778
C 1.737115 -4.024939 -1.588454
C 2.021375 1.008275 -2.838333
C 2.637538 2.062633 -3.525280
H -0.024705 4.198473 -3.754961
H -1.109561 2.321646 -2.547458
H -1.018992 0.021527 -2.049968
H 1.487190 -1.342302 -2.144544
H -1.314349 -2.382406 -1.586024
H -1.571571 -4.735609 -1.189468
H -0.634576 -7.003318 -0.829687
H 3.318325 -5.494011 -1.508158
H 2.410974 -3.192356 -1.785404
H 2.586522 0.117661 -2.587306
H 3.689171 1.985289 -3.781537
C -2.040642 -0.288963 2.688223
C -1.932779 -1.014874 1.358133
C -2.702695 -2.324838 1.255482
O -2.422011 -0.181415 0.287630
C -1.688169 0.922292 -0.032512
O -2.227487 1.961548 -0.357105
C -0.200459 0.687462 -0.145350
C 0.449112 2.062934 0.264457
C 0.122398 2.655677 1.633717
C 1.014764 2.494209 2.704070
C 0.848738 3.175904 3.908868
C -0.218579 4.066644 4.074200
C -0.377570 4.801479 5.308831
N -0.504342 5.397359 6.310221
C -1.109191 4.261233 3.012332
C -0.926591 3.572641 1.813446
C 0.330760 -0.350238 0.825717
O 1.481257 -0.382755 1.202458
O -0.548138 -1.348338 1.138942
H -1.462600 0.644210 2.662846
H -3.095985 -0.073208 2.884983
H -1.639453 -0.956459 3.458535
H -2.562933 -2.743126 0.250069
H -2.309842 -3.023788 2.004096
H -3.768755 -2.129856 1.424004
H 1.538968 1.929581 0.182809
H 0.122362 2.792227 -0.486176
H 1.865032 1.828347 2.581327
H 1.560050 3.037657 4.727613
H -1.932896 4.972642 3.128785
H -1.615256 3.764548 0.995742

Cartesian forces (eV/Å) of the 3 atoms listed first:
Br -0.050 -0.084 0.022
C -0.043 -0.719 0.324
C 0.365 0.467 -0.225

For the HOMO energy, the calculation gives -8.7 eV. Its SMILES is CC1(C)OC(=O)C(Cc2ccc(C#N)cc2)([C@H](/C=C/c2ccc(Br)cc2)c2ccc(Br)cc2)C(=O)O1. The value obtained for the molar mass is 609.31 g mol⁻¹.

---

A molecular structure, C29H23CoN6O4S. Source: the Open Molecules 2025 dataset; level of theory: ωB97M-V with the def2-TZVPD basis set.

Positions of all 64 atoms, in Å:
Co -0.707944 0.558061 0.877077
O -1.977146 2.397238 4.301564
C -1.513702 1.634907 3.441921
N -1.188224 1.898714 2.186198
C -1.774299 3.057029 1.560278
C -2.674390 2.543162 0.453683
C -3.626237 3.465038 -0.161102
C -3.974054 3.415148 -1.457170
C -3.619217 2.348849 -2.376417
C -3.345273 1.105727 -1.979490
N -2.449772 1.328305 0.123117
C -1.304210 0.173365 3.805896
C -1.015623 -0.197814 5.110537
C -0.785307 -1.536284 5.380067
C -0.882986 -2.458902 4.348300
C -1.220091 -1.999677 3.083315
N -1.422625 -0.714146 2.815344
H -1.020571 3.722158 1.130296
H -2.394662 3.630446 2.257427
H -3.854745 4.351534 0.417103
H -4.493287 4.271332 -1.873587
H -3.602366 2.552938 -3.438070
H -3.094246 0.305389 -2.664372
H -0.970747 0.569731 5.870285
H -0.528966 -1.858731 6.381910
H -0.701379 -3.512282 4.511350
H -1.322213 -2.680049 2.244220
C 2.879807 -0.027759 -6.012953
C 1.956530 -0.415006 -4.889161
C 2.213168 -0.018849 -3.583748
C 1.344855 -0.336162 -2.547040
C 0.203224 -1.071887 -2.813449
C -0.071731 -1.471595 -4.117190
C 0.800764 -1.151418 -5.142564
S -1.068138 -1.452065 -1.588692
O -1.302730 -2.921352 -1.739189
O -3.454324 0.706549 -0.668175
N -0.322640 -1.083405 -0.192018
C 0.783448 -1.787025 0.224386
C 1.249802 -3.004618 -0.239324
C 2.434581 -3.562669 0.277920
C 3.180169 -2.949693 1.247634
C 2.734372 -1.706145 1.756387
C 3.426088 -0.963672 2.743778
C 2.937461 0.237447 3.165575
C 1.724230 0.709441 2.618725
N 1.058982 0.035031 1.719705
C 1.543658 -1.152129 1.260700
H 3.832901 0.336439 -5.630403
H 2.441384 0.767605 -6.619648
H 3.078642 -0.873439 -6.673698
H 3.095464 0.573279 -3.370038
H 1.536074 0.030045 -1.548984
H -0.963118 -2.053274 -4.320534
H 0.582061 -1.472064 -6.155495
H 0.695550 -3.522377 -1.009319
H 2.764108 -4.514840 -0.121903
H 4.097996 -3.385683 1.620769
H 4.351081 -1.360093 3.147157
H 3.451369 0.830223 3.909473
H 1.288459 1.652474 2.926254
O 0.252504 3.423765 -2.256843
C 0.316927 2.663921 -1.323196
N 0.391277 1.919833 -0.404553

Cartesian forces (eV/Å) of the 3 atoms listed first:
Co 0.121 -0.180 0.125
O -0.031 0.089 0.004
C -0.107 -0.228 0.067

For the HOMO energy (alpha / beta), the calculation gives -4.6 / -4.6 eV. Its multiplicity is 2. The calculation puts the energy relative to the best compared isomer or geometry (same formula, charge and spin) at 1.1546 eV. Its expectation value of S² is 0.763. Its total charge is -1. The value obtained for the molar mass is 610.54 g mol⁻¹.